1.
{"formula": "C10H9FN3S", "method": "wB97M-V/def2-TZVPD", "total_energy_ha": -1048.4254, "charge": 1, "gap_ev": 7.11, "de_lowest_kj_mol": 0.0, "e_homo_ev": -11.49, "species": ["C", "C", "C", "C", "C", "C", "C", "C", "C", "C", "N", "N", "N", "F", "S", "H", "H", "H", "H", "H", "H", "H", "H", "H"], "coordinates": [[0.801, -0.129, -0.687], [0.300, 2.468, 0.307], [-0.491, 0.310, -0.647], [-0.752, 1.599, -0.079], [1.573, 2.081, -0.003], [1.870, 0.717, -0.386], [-3.068, 1.047, -0.274], [-1.574, -0.532, -1.160], [-1.866, -0.140, 3.082], [3.496, -1.569, -0.724], [-2.821, -0.051, -0.975], [-2.057, -0.048, 1.969], [-2.082, 1.845, 0.121], [2.565, 2.922, 0.275], [3.545, 0.208, -0.298], [0.794, -1.183, -1.143], [0.275, 3.472, 0.683], [-4.116, 1.233, -0.015], [-1.679, -0.275, 4.160], [-3.610, -0.694, -1.166], [4.583, -2.016, -0.684], [3.008, -1.857, -1.608], [2.854, -2.107, -0.104], [-2.334, 2.803, 0.508]], "forces_ev_per_a": [[1.097, -1.650, -1.517], [-0.404, -0.277, -1.108], [-2.582, 1.602, 0.412], [0.845, -0.867, -0.254], [0.078, -1.864, 0.485], [0.152, -0.284, 0.181], [-0.307, 0.966, 0.583], [1.659, -0.610, -0.082], [0.446, -0.430, 2.544], [2.422, -0.028, 0.340], [0.121, -0.378, 0.612], [-0.274, -0.196, -0.860], [-1.811, 2.415, -0.110], [-0.136, -0.429, -0.277], [0.094, -0.378, -0.491], [0.953, 1.621, 0.947], [-0.830, 0.328, 0.277], [0.587, 0.465, -0.005], [-0.188, 0.188, -1.119], [0.643, 0.747, -0.107], [-2.220, 1.156, -0.043], [0.042, 0.503, -2.140], [-0.572, -0.710, 2.182], [0.184, -1.890, -0.449]], "mulliken_charge": [-0.087, -1.047, 0.395, 0.416, 0.113, 0.646, -0.128, -1.013, -0.118, -1.018, 0.063, -0.227, 0.048, -0.276, 0.000, 0.341, 0.396, 0.393, 0.358, 0.301, 0.295, 0.420, 0.409, 0.320]}

2.
{"formula": "C10H9N2O5PdSe", "method": "wB97M-V/def2-TZVPD", "total_energy_ha": -3401.1180, "multiplicity": 3, "charge": 1, "gap_ev": [6.30, 6.73], "de_lowest_kj_mol": 0.0, "e_homo_ev": [-9.57, -11.65], "species": ["O", "C", "Pd", "O", "C", "C", "O", "C", "O", "C", "O", "H", "C", "N", "C", "C", "N", "C", "C", "Se", "H", "H", "H", "H", "H", "H", "H", "H"], "coordinates": [[2.504, 2.126, -0.376], [1.694, 1.383, -0.069], [-0.167, 0.119, 0.060], [1.184, -1.132, 2.640], [0.583, -0.672, 1.778], [-1.651, -1.280, 0.049], [-2.482, -2.038, -0.165], [-0.914, 0.596, -1.799], [-1.830, 0.403, -2.511], [-1.271, 1.570, 0.958], [-1.941, 2.339, 1.482], [0.038, 1.311, -1.731], [0.840, -4.047, 0.687], [2.112, -3.357, 0.532], [3.256, -3.651, 1.258], [4.230, -2.815, 0.824], [3.681, -2.025, -0.174], [4.401, -0.993, -0.902], [2.371, -2.367, -0.375], [1.184, -1.627, -1.609], [0.147, -3.710, -0.090], [0.415, -3.841, 1.678], [0.997, -5.130, 0.586], [3.263, -4.417, 2.015], [5.258, -2.707, 1.130], [4.717, -0.197, -0.215], [5.291, -1.425, -1.379], [3.743, -0.573, -1.668]], "forces_ev_per_a": [[-1.755, -1.653, 0.670], [2.355, 2.040, -0.852], [-0.342, -0.402, 0.573], [-1.353, 1.000, -1.801], [2.893, -2.145, 4.112], [-3.109, -2.867, -0.141], [1.859, 1.740, 0.111], [1.427, 0.771, -0.226], [0.243, 0.590, -0.396], [-2.412, 3.176, 1.911], [1.683, -2.080, -1.396], [-1.792, 0.198, -2.450], [-0.258, -0.347, 0.131], [0.357, 0.434, -0.602], [-0.158, 0.382, -0.266], [-0.382, 0.038, -0.196], [-0.818, -0.414, 0.088], [0.386, 0.291, -0.170], [0.920, -0.461, 0.998], [0.208, -0.275, -0.062], [0.242, -0.072, 0.150], [0.140, -0.027, -0.248], [-0.054, 0.340, 0.005], [0.027, 0.063, -0.047], [-0.073, -0.033, -0.033], [-0.096, -0.238, -0.155], [-0.304, 0.111, 0.117], [0.165, -0.161, 0.175]], "lowdin_spin": [0.009, 0.078, 0.799, -0.001, 0.029, 0.148, 0.029, 0.282, 0.133, 0.067, 0.008, 0.063, 0.002, 0.021, 0.011, 0.011, 0.022, 0.002, 0.026, 0.257, 0.000, 0.001, 0.001, 0.001, 0.001, 0.001, 0.001, 0.002]}

3.
{"formula": "C10H9N2O5Y", "method": "wB97M-V/def2-TZVPD", "total_energy_ha": -909.7956, "charge": 2, "gap_ev": [5.50, 7.05], "e_homo_ev": [-14.39, -16.09], "species": ["O", "C", "Y", "O", "C", "C", "O", "C", "O", "C", "O", "H", "C", "C", "C", "C", "N", "N", "C", "H", "H", "H", "H", "H", "H", "H", "H"], "coordinates": [[4.063, 2.915, -1.806], [3.352, 2.599, -0.911], [0.758, 1.326, -0.425], [1.613, 2.404, -3.770], [1.352, 2.034, -2.699], [2.096, 0.788, 1.482], [2.605, 0.386, 2.441], [0.997, 3.359, 0.753], [1.069, 4.335, 1.358], [2.470, -0.424, -0.730], [3.242, -1.284, -0.732], [3.406, 1.978, 0.206], [-1.987, -3.842, 0.075], [-1.688, -2.393, 0.212], [-2.524, -1.315, 0.501], [-1.732, -0.152, 0.423], [-0.475, -0.519, 0.039], [-0.476, -1.894, -0.013], [-2.100, 1.251, 0.684], [-2.357, -4.209, 1.046], [-2.683, -4.013, -0.766], [-1.099, -4.434, -0.172], [-3.567, -1.392, 0.745], [0.380, -2.376, -0.259], [-2.760, 1.598, -0.128], [-2.703, 1.302, 1.605], [-1.252, 1.971, 0.841]], "forces_ev_per_a": [[-1.456, -1.035, 3.266], [0.587, -0.326, -1.076], [0.229, -0.827, -0.313], [-1.054, -1.688, 4.769], [0.855, 1.877, -5.448], [1.711, -1.574, 4.336], [-1.656, 1.393, -3.292], [0.041, 4.280, 2.009], [-0.120, -3.023, -1.694], [3.020, -3.295, -0.761], [-2.762, 2.999, 0.105], [1.230, 1.449, -2.000], [0.131, -0.378, 0.129], [-0.227, 0.005, -0.260], [0.356, 0.652, 0.095], [0.301, -2.437, -0.271], [-0.281, -0.342, 0.644], [0.317, 1.270, -0.434], [-0.648, 0.734, -0.119], [-0.229, -0.039, -0.604], [-0.024, 0.118, 0.693], [0.015, 0.262, 0.140], [-0.089, 0.080, 0.059], [-0.341, -0.095, 0.005], [0.318, 0.219, 0.294], [0.356, 0.126, -0.239], [-0.579, -0.404, -0.032]], "mulliken_charge": [-0.178, 0.107, 0.829, -0.094, 0.252, 0.220, -0.126, 0.228, -0.092, 0.182, -0.123, 0.248, -1.069, 0.655, -1.030, 0.563, 0.107, -0.182, -1.126, 0.322, 0.314, 0.331, 0.451, 0.188, 0.379, 0.370, 0.273]}